Record 1
{
  "formula": "C18H21BFeN9O5",
  "method": "ωB97M-V/def2-TZVPD",
  "multiplicity": 6,
  "total_energy_ha": -2856.17640,
  "orbital_gap_ev": [9.089, 5.248],
  "s2": 8.7646,
  "relative_energy_kcal_mol": 38.9,
  "lumo_energy_ev": [0.124, -3.144],
  "symbols": ["Fe", "O", "C", "C", "N", "C", "C", "O", "O", "C", "C", "O", "O", "H", "H", "H", "H", "H", "H", "H", "H", "H", "C", "C", "N", "N", "C", "B", "N", "C", "C", "C", "N", "N", "C", "C", "C", "N", "N", "C", "C", "C", "N", "H", "H", "H", "H", "H", "H", "H", "H", "H", "H", "H", "H"],
  "coordinates": [[0.61950, 0.71095, -0.48660], [0.51141, 1.33190, -2.20142], [1.24830, 1.05018, -3.38807], [2.69527, 1.55401, -3.35391], [3.49427, 0.83945, -2.39882], [4.20861, 1.56557, -1.40696], [3.30719, 2.43022, -0.40959], [3.93573, 3.17432, 0.30694], [2.05858, 2.28115, -0.55259], [3.71159, -0.53112, -2.52872], [3.08332, -1.38712, -1.27206], [3.56229, -2.48912, -1.14753], [2.17290, -0.77334, -0.68426], [0.75138, 2.21468, -1.88713], [1.22015, -0.03423, -3.49560], [0.76007, 1.49980, -4.25752], [3.11174, 1.46751, -4.36345], [2.71313, 2.60914, -3.07531], [4.78027, 0.87415, -0.79098], [4.88358, 2.30404, -1.84738], [3.23986, -0.93703, -3.42133], [4.77368, -0.77698, -2.51729], [0.69411, 0.70372, 3.95076], [1.30467, 0.83361, 2.70267], [0.47439, 0.44355, 1.74472], [-0.67009, 0.04773, 2.34152], [-0.56244, 0.20518, 3.67613], [-1.81145, -0.46225, 1.43432], [-1.21709, -1.50625, 0.45147], [-1.15907, -2.83152, 0.67734], [-0.52840, -3.42520, -0.39517], [-0.21914, -2.36117, -1.24284], [-0.64150, -1.21062, -0.73020], [-2.35281, 0.74298, 0.63045], [-3.56492, 1.32612, 0.71123], [-3.61962, 2.33811, -0.22301], [-2.36479, 2.30790, -0.83782], [-1.61114, 1.35320, -0.31043], [-2.95260, -1.15614, 2.17346], [-4.07494, -1.62845, 1.56760], [-4.75194, -2.40717, 2.46987], [-3.94731, -2.37040, 3.62389], [-2.87260, -1.62826, 3.43496], [1.11242, 0.92987, 4.91549], [2.29445, 1.17613, 2.44625], [-1.36913, -0.06792, 4.32637], [-1.56786, -3.26289, 1.57659], [-0.31504, -4.46783, -0.54974], [0.27731, -2.38439, -2.19922], [-4.29782, 1.00241, 1.42893], [-4.44340, 2.99509, -0.43861], [-1.99121, 2.93867, -1.62801], [-4.30509, -1.37946, 0.54460], [-5.68316, -2.92709, 2.32725], [-4.10561, -2.84540, 4.57877]],
  "forces_ev_per_a": [[-0.1811, -2.5122, 4.4679], [-0.5185, 1.3592, -4.1383], [0.1238, -0.1282, -0.3407], [-0.7287, 0.1644, 0.2763], [0.7183, -0.3202, -0.4284], [-0.0501, 0.3581, 0.7422], [0.7947, -0.0348, -0.4804], [-0.1491, -0.1186, 0.1611], [-0.7795, 0.0978, 0.5300], [0.2452, 0.2911, -0.3114], [-0.6188, -0.3046, 0.4777], [0.0936, 0.1949, -0.1806], [0.1530, 0.1280, 0.1129], [0.1757, 0.6030, -0.3769], [-0.0237, 0.0321, -0.0824], [-0.1040, -0.0302, 0.1300], [0.0437, -0.1581, 0.0630], [-0.0354, -0.0238, -0.0866], [0.0770, 0.0139, -0.0738], [0.0074, -0.0884, -0.1416], [0.0081, 0.0198, -0.0095], [-0.0353, -0.0136, 0.1669], [0.0175, 0.0198, 0.0726], [-0.0848, -0.0395, -0.0835], [0.1589, 0.0761, -0.7755], [-0.0687, -0.0556, 0.3861], [0.1519, 0.0538, -0.1290], [0.3167, 0.0467, -0.0120], [-0.1438, -0.2310, 0.0175], [0.0298, -0.0510, -0.0501], [0.0323, -0.0338, -0.0905], [-0.2372, -0.0376, 0.0973], [0.4858, 0.3117, -0.0836], [-0.4051, 0.0190, -0.0060], [0.0152, 0.1418, -0.0766], [-0.0295, 0.0004, -0.0336], [-0.0669, 0.0190, 0.1190], [0.6307, 0.1433, 0.0198], [-0.2395, 0.0237, -0.1028], [-0.0097, 0.0156, -0.0021], [-0.0216, -0.0157, 0.0053], [0.0268, 0.0779, -0.0653], [0.2280, 0.0403, 0.2148], [-0.0206, 0.0012, 0.0033], [-0.0143, 0.0777, 0.0155], [-0.0807, -0.0769, 0.0324], [-0.0339, 0.0324, 0.0015], [-0.0286, -0.0148, 0.0545], [0.0631, 0.0263, 0.0107], [0.0073, -0.0601, -0.0124], [-0.0077, 0.0047, 0.0477], [0.0839, -0.0224, -0.0028], [0.0332, -0.0287, -0.0133], [0.0005, 0.0145, -0.0365], [-0.0051, -0.0083, 0.0001]],
  "nbo_charge": [1.59, -0.75, -0.07, -0.26, -0.17, -0.37, 0.81, -0.61, -0.88, -0.34, 0.82, -0.58, -0.77, 0.52, 0.20, 0.20, 0.23, 0.23, 0.24, 0.24, 0.23, 0.25, -0.35, -0.01, -0.41, -0.34, 0.00, 0.93, -0.34, 0.00, -0.34, -0.02, -0.38, -0.33, -0.01, -0.34, -0.03, -0.37, -0.38, -0.04, -0.35, -0.05, -0.28, 0.23, 0.22, 0.25, 0.23, 0.23, 0.20, 0.23, 0.23, 0.20, 0.23, 0.23, 0.21]
}

***

Record 2
{
  "formula": "C18H21BN3O3Pd",
  "method": "ωB97M-V/def2-TZVPD",
  "total_energy_ha": -1241.29145,
  "total_charge": -1,
  "orbital_gap_ev": 5.109,
  "relative_energy_kcal_mol": 30.2,
  "lumo_energy_ev": 2.955,
  "symbols": ["Pd", "O", "C", "C", "C", "C", "C", "C", "N", "H", "H", "H", "H", "H", "H", "H", "N", "C", "N", "C", "C", "C", "C", "C", "H", "H", "H", "H", "H", "H", "H", "H", "H", "H", "O", "B", "O", "C", "C", "C", "C", "C", "C", "H", "H", "H", "H"],
  "coordinates": [[1.04590, 0.03340, 0.89329], [2.32006, -0.18597, 3.85129], [3.54650, 0.39450, 3.53460], [4.12191, 0.05875, 2.17187], [5.44979, 0.40376, 1.91122], [5.99050, 0.12598, 0.67313], [5.18933, -0.50256, -0.27451], [3.88317, -0.79410, 0.06255], [3.34951, -0.51000, 1.25624], [1.70923, -0.06158, 3.09561], [4.26121, 0.04641, 4.28671], [3.51307, 1.49255, 3.61156], [6.03540, 0.88771, 2.68408], [7.01595, 0.39024, 0.44524], [5.56066, -0.74339, -1.26148], [3.20662, -1.25251, -0.64805], [0.38494, -2.32318, 1.50429], [-0.25810, -2.72366, 0.62927], [-1.00053, -3.05815, -0.42736], [-1.07761, -1.99181, -1.46691], [-2.43478, -2.01904, -2.14192], [-3.55700, -1.88708, -1.11215], [-3.41051, -2.90820, 0.04053], [-2.21303, -3.82989, -0.17814], [-0.26617, -2.14126, -2.18257], [-0.90692, -1.02818, -0.99187], [-2.55804, -2.93392, -2.73087], [-2.47252, -1.18676, -2.84707], [-4.52488, -2.00297, -1.60493], [-3.53030, -0.87397, -0.70679], [-4.31700, -3.50804, 0.15495], [-3.25791, -2.38500, 0.98679], [-2.38697, -4.50156, -1.02265], [-2.03905, -4.45574, 0.69680], [-1.36237, 1.22461, -0.64618], [-0.16707, 1.42162, 0.19841], [-0.10517, 2.86763, 0.33694], [-1.12040, 3.42856, -0.34738], [-1.43963, 4.76160, -0.49990], [-2.55594, 5.07707, -1.28083], [-3.31768, 4.08332, -1.87805], [-2.99123, 2.73282, -1.71807], [-1.88734, 2.42855, -0.95010], [-0.83986, 5.52926, -0.02774], [-2.82890, 6.11592, -1.42370], [-4.17684, 4.35657, -2.47906], [-3.58004, 1.94767, -2.17715]],
  "forces_ev_per_a": [[0.3788, 0.1220, -0.0314], [0.0712, -0.0881, -0.0263], [-0.0061, 0.0193, -0.0051], [0.0398, 0.0526, 0.0477], [0.0017, -0.0526, -0.0311], [-0.0393, -0.0176, 0.0016], [0.0270, 0.0337, -0.0155], [-0.0426, 0.0042, 0.0171], [-0.1928, -0.0916, 0.0721], [-0.1027, 0.0772, -0.0790], [0.0135, 0.0429, 0.0129], [-0.0506, -0.0061, -0.0461], [0.0103, -0.0068, -0.0012], [0.0047, -0.0057, 0.0018], [0.0116, -0.0029, 0.0058], [0.0160, -0.0150, -0.0054], [0.1568, -0.5094, 0.1291], [-0.1759, 0.1633, 0.1566], [0.2326, 0.1023, -0.2085], [0.0959, -0.1482, -0.0465], [-0.0346, 0.0231, -0.0306], [-0.0371, 0.0513, 0.0244], [0.0234, -0.0015, 0.0432], [-0.1879, -0.0155, 0.1026], [-0.0373, -0.0634, -0.0498], [-0.0186, 0.1259, 0.0730], [0.0101, -0.0058, 0.0090], [-0.0101, 0.0090, 0.0108], [0.0052, -0.0148, -0.0064], [0.0415, -0.0072, -0.0019], [0.0124, -0.0249, -0.0163], [-0.0006, 0.0217, -0.0160], [0.0303, 0.0262, -0.0203], [0.0125, 0.0035, -0.0098], [-0.0314, -0.1011, -0.0722], [-0.2757, 0.1765, -0.0679], [0.0509, 0.1190, 0.0803], [-0.0863, -0.0237, -0.0587], [0.0667, -0.0525, 0.0471], [-0.0393, 0.0220, -0.0317], [-0.0154, 0.0466, -0.0129], [0.0421, -0.0821, 0.0298], [0.0339, 0.0840, 0.0263], [-0.0017, 0.0045, -0.0073], [-0.0016, -0.0012, 0.0088], [-0.0024, -0.0013, 0.0057], [0.0009, 0.0082, -0.0077]],
  "nbo_charge": [-0.40, -0.72, -0.08, 0.21, -0.26, -0.18, -0.28, 0.06, -0.44, 0.50, 0.17, 0.17, 0.20, 0.20, 0.21, 0.21, -0.42, 0.44, -0.49, -0.23, -0.41, -0.41, -0.42, -0.20, 0.19, 0.27, 0.18, 0.23, 0.20, 0.23, 0.20, 0.22, 0.18, 0.21, -0.72, 0.59, -0.70, 0.31, -0.30, -0.25, -0.25, -0.27, 0.24, 0.21, 0.19, 0.19, 0.20]
}

***

Record 3
{
  "formula": "C18H21Br2NO2",
  "method": "ωB97M-V/def2-TZVPD",
  "total_energy_ha": -6051.66269,
  "smiles": "COc1ccc(C=C2C=C(Br)C(=O)C(Br)=C2)cc1.CCNCC",
  "orbital_gap_ev": 6.190,
  "relative_energy_kcal_mol": 0.0,
  "lumo_energy_ev": -1.228,
  "symbols": ["C", "O", "C", "C", "C", "C", "C", "C", "C", "C", "Br", "C", "O", "C", "Br", "C", "C", "C", "H", "H", "H", "H", "H", "H", "H", "H", "H", "H", "C", "C", "N", "C", "C", "H", "H", "H", "H", "H", "H", "H", "H", "H", "H", "H"],
  "coordinates": [[2.43149, -5.28491, 1.08629], [2.55467, -4.06748, 1.84926], [1.59138, -3.11447, 1.76552], [0.40996, -3.28114, 0.98588], [-0.43622, -2.19906, 0.81743], [-0.12301, -0.91342, 1.36411], [-0.77824, 0.28526, 0.98261], [-1.82134, 0.30909, 0.02436], [-2.96887, 1.15842, 0.21732], [-3.91239, 1.35292, -0.74575], [-5.38484, 2.49787, -0.51718], [-3.83520, 0.61661, -2.05026], [-4.65541, 0.81917, -2.94864], [-2.66871, -0.26438, -2.20681], [-2.55117, -1.15851, -3.89571], [-1.73934, -0.42951, -1.20787], [0.94663, -0.86646, 2.31350], [1.76814, -1.93209, 2.51759], [3.34100, -5.84428, 1.31065], [1.55018, -5.85872, 1.40000], [2.36970, -5.07509, 0.01005], [0.20528, -4.24847, 0.50555], [-1.35398, -2.37460, 0.24653], [-0.67867, 1.14428, 1.64495], [-3.06833, 1.65534, 1.17880], [-0.92155, -1.14750, -1.37723], [1.10427, 0.06814, 2.85534], [2.60909, -1.90449, 3.22441], [-0.00085, 4.40638, -0.69169], [-0.34098, 2.92284, -0.55293], [0.64027, 2.05493, 0.12776], [1.42850, 1.14215, -0.69774], [2.83600, 1.50205, -1.15446], [-0.93201, 4.97672, -0.74117], [0.55696, 4.72235, 0.19600], [0.57219, 4.62653, -1.59565], [-1.26193, 2.87691, 0.05384], [-0.60248, 2.43443, -1.50588], [1.23547, 2.61906, 0.73742], [1.49606, 0.22886, -0.09421], [0.81650, 0.87806, -1.57321], [3.37381, 0.55964, -1.28977], [2.81810, 1.98628, -2.13421], [3.37989, 2.12030, -0.43478]],
  "forces_ev_per_a": [[-0.1156, 0.4526, 0.2252], [-0.2648, 0.0820, 0.0569], [-0.7726, -0.4311, -0.5678], [1.0016, -0.0053, 0.4703], [0.0367, 0.4239, 0.0548], [1.4157, -1.3865, 0.0918], [-3.0931, -0.0250, 0.0807], [0.7383, -0.0785, 0.4986], [-0.2584, 0.7055, -0.5192], [0.8623, -1.1452, -0.0392], [0.1001, -0.0837, 0.0884], [-0.8030, 1.1388, -0.6682], [0.7385, -0.4216, 0.8823], [0.4614, -0.1615, 0.8314], [0.1273, 0.2238, 0.6714], [-0.5230, -0.5544, -1.0620], [-0.9554, 0.6434, -0.7399], [0.9433, -1.0950, 0.1333], [-0.1987, 0.0733, -0.0838], [0.1860, 0.1076, -0.0228], [0.0403, 0.0105, 0.2413], [-0.0161, 0.6244, 0.2935], [0.3944, 0.3063, 0.2906], [-0.4725, -0.5015, 0.1182], [0.0358, 0.0745, -0.1421], [-0.3109, 0.7228, 0.0217], [0.0716, -0.2210, -0.1808], [-0.4204, 0.0811, -0.3829], [0.0951, -0.3103, -0.1657], [-0.4464, -0.4722, 0.4405], [0.7923, 1.2245, -0.8933], [-0.2541, -0.6760, 0.2638], [-0.1275, 0.0389, -0.3369], [0.1500, 0.0237, 0.0104], [-0.0518, 0.1699, -0.1645], [0.1345, -0.0084, 0.1916], [0.2044, -0.0091, -0.1850], [0.0889, 0.3610, 0.2291], [-0.1099, -0.2616, -0.1703], [0.2407, -0.0403, -0.2946], [0.1377, 0.0522, 0.2596], [0.1402, 0.1636, 0.0433], [0.1192, 0.2524, 0.2008], [-0.0622, -0.0684, -0.0708]],
  "nbo_charge": [-0.26, -0.49, 0.36, -0.34, -0.07, -0.20, 0.01, -0.10, -0.20, -0.19, 0.09, 0.40, -0.56, -0.17, 0.07, -0.23, -0.13, -0.28, 0.21, 0.18, 0.19, 0.23, 0.22, 0.23, 0.22, 0.23, 0.22, 0.24, -0.62, -0.22, -0.62, -0.22, -0.63, 0.22, 0.20, 0.21, 0.19, 0.20, 0.37, 0.18, 0.20, 0.22, 0.21, 0.21]
}